(1)
{"formula": "C14H15BF4N5S2Sn", "method": "wB97M-V/def2-TZVPD", "total_charge": 2, "spin_multiplicity": 2, "lumo_energy_ev": [-6.96, -9.34], "e_tot_ha": -2250.8703, "e_above_lowest_ev": 0.647, "species": ["Sn", "C", "C", "N", "N", "C", "N", "S", "C", "C", "C", "C", "C", "N", "H", "H", "H", "H", "H", "H", "H", "H", "H", "H", "S", "C", "F", "B", "F", "F", "F", "C", "C", "C", "N", "C", "C", "H", "H", "H", "H", "H"], "xyz": [[-0.774260, 0.204053, -0.768707], [1.017767, -2.511229, 2.607122], [0.062272, -2.158619, 1.514024], [-0.711068, -1.133904, 1.570514], [-0.616377, -0.268457, 2.623044], [-1.690381, 0.457847, 2.939336], [-1.630000, 1.396945, 3.855012], [-3.177226, 0.047510, 2.189092], [-0.109800, -2.999217, 0.301619], [0.194622, -4.350917, 0.253495], [-0.074717, -5.062320, -0.911071], [-0.649905, -4.405724, -1.986132], [-0.899035, -3.044832, -1.863427], [-0.634191, -2.367702, -0.754978], [0.489328, -2.577117, 3.561301], [1.778940, -1.729868, 2.695793], [1.531879, -3.447662, 2.428094], [0.261787, -0.116128, 3.106763], [-0.747241, 1.811254, 4.125169], [-2.460334, 1.917130, 4.096551], [0.607606, -4.864001, 1.109569], [0.155016, -6.117561, -0.965192], [-0.884290, -4.925587, -2.903885], [-1.324710, -2.481095, -2.687593], [3.122020, -0.684591, -1.213329], [1.634602, -0.541275, -1.370370], [1.090816, 0.848465, 0.807646], [0.642286, 2.148633, 1.338743], [0.659783, 2.058170, 2.712210], [1.362539, 3.140138, 0.771129], [-0.729571, 2.171408, 0.874308], [0.413607, 4.658615, -3.210224], [1.479623, 3.898904, -2.754813], [1.217916, 2.659093, -2.199308], [-0.018687, 2.168544, -2.114211], [-1.046296, 2.901240, -2.552736], [-0.874615, 4.154946, -3.106735], [0.588795, 5.641374, -3.626882], [2.495825, 4.261581, -2.805459], [2.015594, 2.054376, -1.791665], [-2.036897, 2.469027, -2.451490], [-1.733024, 4.718552, -3.442327]], "forces_ev_per_angstrom": [[0.4284, 0.4251, -0.2572], [-0.0060, 0.0950, -0.0372], [-0.0670, -0.0723, 0.4449], [-0.2252, -0.0441, -0.5446], [-0.0560, -0.1476, 0.6731], [0.2460, -0.2182, 0.2287], [-0.2616, 0.1786, 0.0602], [-0.1714, -0.0572, -0.2145], [0.0105, -0.1455, -0.1326], [0.0518, 0.0622, 0.1793], [-0.1141, 0.0997, -0.0774], [0.1314, -0.0586, 0.1041], [-0.0384, -0.1059, -0.0394], [-0.0631, 0.1896, -0.1486], [0.0144, 0.0103, -0.0081], [0.0272, -0.0222, 0.0164], [0.0233, -0.0330, -0.0374], [0.0254, 0.0780, -0.0864], [0.0831, -0.0706, -0.0927], [-0.0431, -0.0738, 0.0479], [0.0327, 0.0183, 0.0231], [-0.0187, -0.0074, -0.0008], [-0.0098, 0.0132, -0.0069], [0.0199, -0.0290, -0.0051], [-0.2012, -0.1643, -0.2325], [0.0740, 0.2311, 0.2458], [-0.0996, -0.1077, -0.2151], [-0.2001, 0.0778, -0.7383], [0.4289, 0.2852, 0.1811], [-0.0264, -0.0975, 0.3126], [0.0005, -0.0743, 0.1229], [0.0624, 0.0695, 0.0031], [-0.0373, -0.1272, 0.0897], [0.0797, 0.2812, -0.1484], [-0.0517, -0.5522, 0.4494], [0.0259, 0.1382, -0.0927], [-0.0458, -0.0929, 0.0136], [-0.0315, -0.0081, -0.0337], [-0.0027, 0.0211, -0.0077], [-0.0012, 0.0214, -0.0265], [-0.0065, 0.0039, 0.0018], [0.0129, 0.0103, -0.0138]]}

***

(2)
{"formula": "C14H15BF4N5S2Sn", "method": "wB97M-V/def2-TZVPD", "total_charge": 2, "spin_multiplicity": 2, "lumo_energy_ev": [-6.85, -8.09], "e_tot_ha": -2250.8934, "e_above_lowest_ev": 0.018, "species": ["Sn", "C", "C", "N", "N", "C", "N", "S", "C", "C", "C", "C", "C", "N", "H", "H", "H", "H", "H", "H", "H", "H", "H", "H", "S", "C", "F", "B", "F", "F", "F", "C", "C", "C", "N", "C", "C", "H", "H", "H", "H", "H"], "xyz": [[-0.399200, -0.479923, 0.402353], [1.311937, 4.133302, 0.236549], [1.101861, 2.653293, 0.242490], [0.238501, 2.026980, 0.935850], [-0.662196, 2.708068, 1.697068], [-1.482175, 1.994104, 2.493099], [-2.454368, 2.620446, 3.121579], [-1.226883, 0.324999, 2.805383], [1.937137, 1.739486, -0.592850], [2.996440, 2.188282, -1.357393], [3.761620, 1.271439, -2.070044], [3.450119, -0.071811, -1.993461], [2.355814, -0.445662, -1.232405], [1.612387, 0.432562, -0.558347], [1.043583, 4.570642, 1.197494], [0.717690, 4.606955, -0.548739], [2.352512, 4.386098, 0.055594], [-0.858474, 3.682982, 1.501093], [-2.640712, 3.605198, 3.000645], [-3.130156, 2.081618, 3.643069], [3.240344, 3.238207, -1.403315], [4.594064, 1.611986, -2.670315], [4.023785, -0.818931, -2.522268], [2.060085, -1.487559, -1.166618], [-1.455435, -0.339114, -3.324044], [-0.780860, -0.589185, -2.018896], [-1.746346, 1.112577, -0.439853], [-3.117374, 0.507642, -0.299193], [-3.712180, 0.509172, -1.509672], [-2.706467, -0.833556, 0.075885], [-3.766341, 1.143494, 0.694123], [-0.667258, -5.546061, 0.106159], [0.289197, -4.921481, 0.892910], [0.332722, -3.544103, 0.912152], [-0.511999, -2.795667, 0.186098], [-1.441027, -3.396531, -0.573498], [-1.545908, -4.770732, -0.635880], [-0.730411, -6.625388, 0.076706], [0.989593, -5.490044, 1.487352], [1.056701, -3.015975, 1.522597], [-2.118600, -2.757264, -1.118733], [-2.311718, -5.220542, -1.250716]], "forces_ev_per_angstrom": [[0.1357, 0.4960, 0.0744], [-0.0432, -0.0395, -0.0070], [0.1825, -0.0599, -0.0474], [-0.1207, 0.1255, 0.0795], [-0.0098, -0.0220, -0.0096], [0.0673, -0.0836, 0.1120], [-0.0400, 0.0271, -0.0260], [-0.1633, -0.1274, 0.0119], [-0.0833, -0.0467, 0.1013], [0.0763, 0.0010, -0.0350], [0.0016, 0.0404, 0.0172], [-0.0105, -0.0392, -0.0334], [0.0009, 0.0940, 0.0563], [0.2788, -0.1237, -0.2663], [-0.0085, 0.0090, -0.0019], [-0.0208, -0.0042, -0.0060], [0.0099, -0.0067, 0.0136], [-0.0070, -0.0635, -0.0191], [0.0079, 0.0087, 0.0049], [0.0485, 0.0055, 0.0213], [-0.0053, 0.0163, 0.0058], [0.0109, 0.0006, -0.0033], [0.0117, -0.0082, 0.0073], [-0.0306, -0.0049, -0.0132], [0.0464, -0.0538, -0.3343], [0.0052, -0.1491, 0.0779], [-0.1109, 0.3818, 0.1340], [-0.2734, 0.0888, -0.2243], [-0.0106, -0.0352, -0.0675], [0.0385, -0.1590, 0.1597], [0.0488, 0.0215, 0.1732], [0.0003, -0.0191, 0.0018], [0.0260, -0.0374, 0.0157], [-0.0085, 0.0865, -0.0306], [-0.0754, -0.2752, -0.0097], [0.0786, -0.0787, 0.0857], [-0.0116, -0.0061, -0.0104], [-0.0016, -0.0054, -0.0033], [-0.0032, 0.0004, 0.0126], [-0.0017, 0.0232, 0.0047], [-0.0300, 0.0277, -0.0095], [-0.0061, -0.0054, -0.0127]]}

***

(3)
{"formula": "C14H15Cl2N2", "method": "wB97M-V/def2-TZVPD", "total_charge": 1, "smiles": "Clc1ccc(CC[NH2+]Cc2ccncc2)c(Cl)c1", "spin_multiplicity": 1, "lumo_energy_ev": -2.85, "e_tot_ha": -1572.1532, "e_above_lowest_ev": 0.000, "species": ["Cl", "C", "C", "C", "C", "C", "C", "N", "C", "C", "C", "C", "N", "C", "C", "C", "Cl", "C", "H", "H", "H", "H", "H", "H", "H", "H", "H", "H", "H", "H", "H", "H", "H"], "xyz": [[5.513801, 0.814152, 0.899799], [3.984296, 0.594195, 0.154105], [3.430805, 1.594800, -0.634058], [2.201407, 1.392520, -1.230138], [1.484879, 0.209907, -1.066625], [0.149563, 0.048075, -1.749896], [-1.027416, 0.347988, -0.815515], [-1.420121, -0.866137, -0.055898], [-2.267240, -0.598344, 1.136994], [-3.603310, -0.038616, 0.717793], [-3.950454, 1.281318, 0.971825], [-5.193809, 1.731038, 0.542482], [-6.052426, 0.967088, -0.102652], [-5.727812, -0.288350, -0.343789], [-4.515902, -0.844113, 0.043266], [2.063009, -0.768450, -0.262452], [1.262160, -2.303677, 0.012452], [3.295000, -0.597652, 0.340961], [3.964276, 2.519043, -0.783390], [1.784734, 2.171565, -1.849885], [0.111559, 0.747548, -2.584351], [0.052577, -0.958124, -2.160850], [-0.738208, 1.121812, -0.102087], [-1.892957, 0.703824, -1.377016], [-0.532796, -1.374096, 0.202402], [-1.939056, -1.490355, -0.683850], [-1.740716, 0.101716, 1.787590], [-2.407167, -1.539470, 1.674182], [-3.281532, 1.941780, 1.500910], [-5.510442, 2.748424, 0.722829], [-6.469308, -0.875636, -0.866582], [-4.305980, -1.884523, -0.158800], [3.724383, -1.376094, 0.951784]], "forces_ev_per_angstrom": [[0.0916, 0.0219, 0.0396], [-0.4042, -0.0967, -0.1737], [0.1380, -0.0528, 0.1167], [-0.0132, -0.1365, 0.0873], [-0.0002, -0.1897, -0.0278], [0.0804, 0.0559, 0.1898], [0.1448, 0.5401, -0.5932], [0.4038, -0.3744, 0.1093], [-0.5315, 0.1156, 0.4558], [-0.0722, 0.0541, -0.0746], [0.0010, -0.2007, -0.0413], [0.3157, 0.1555, 0.1749], [-0.5247, 0.2278, -0.1508], [0.2068, -0.3889, -0.0889], [0.0507, 0.1928, 0.0896], [0.2154, 0.2594, -0.0608], [0.2369, -0.2173, -0.0422], [0.1725, 0.0868, 0.0975], [0.0758, 0.0967, -0.0084], [-0.0404, 0.1004, -0.0999], [-0.0782, -0.0614, 0.0000], [-0.0436, -0.0122, -0.1432], [-0.1331, -0.1107, 0.0561], [-0.0202, -0.1169, 0.1605], [-0.7669, 0.2206, -0.0625], [0.1792, 0.0638, 0.0916], [0.0862, -0.1087, -0.1200], [0.1424, 0.0362, -0.0936], [0.0790, 0.1079, 0.0759], [0.0493, 0.1218, 0.0624], [-0.0209, -0.1351, -0.0418], [-0.0253, -0.1748, -0.0191], [0.0050, -0.0807, 0.0348]]}